(1)
The following is a DFT calculation (the ωB97M-V functional and the def2-TZVPD basis) of an isolated ion of composition C5H14N5 and charge +1.

The value obtained for the highest occupied orbital energy is -12.107 eV. As for the SMILES: C[NH2+][C@@]12CNC[C@@H]1NNN2. Its HOMO-LUMO gap is 9.120 eV. Its charge is +1.

Structure (XYZ):
```
24
Properties=species:S:1:pos:R:3:forces:R:3:nbo_charge:R:1
C 2.46015 0.48165 0.91941 -2.0408 1.1823 1.6570 -0.42
N 1.52744 -0.59554 0.44782 -2.2729 1.4172 2.3041 -0.54
C 0.04927 -0.00278 0.32278 -1.9658 -2.2097 -1.8551 0.30
C -0.03280 1.04281 -0.77989 0.8550 0.4535 -1.2343 -0.27
N -1.43777 1.02649 -1.20639 0.4947 -0.6563 1.1998 -0.62
C -1.85258 -0.35498 -1.35554 2.4347 -0.2066 2.0181 -0.26
C -0.94560 -1.13873 -0.36149 3.6739 0.4071 1.6713 -0.07
N -1.37547 -1.69317 0.90519 2.3419 0.3916 -0.9288 -0.52
N -1.62085 -0.67703 1.86497 -3.4172 -1.1857 -0.3580 -0.25
N -0.55389 0.20075 1.67343 3.5956 0.0050 -3.0093 -0.49
H 3.12672 0.74058 0.17536 1.3563 0.2285 -1.7454 0.23
H 1.94295 1.46919 1.20274 0.4364 -1.8965 -0.1888 0.24
H 2.97863 0.06602 1.73637 0.7386 -0.0043 1.0992 0.24
H 1.37752 -1.36687 1.14902 0.4902 0.8363 -0.7251 0.46
H 1.95761 -0.93077 -0.37711 -0.2576 -0.8626 -1.3607 0.43
H 0.10413 2.05936 -0.39142 0.8178 -0.0900 -0.5071 0.23
H 0.80549 0.67843 -1.63317 -1.9758 1.2647 1.8783 0.16
H -1.72817 1.64561 -1.94376 0.3271 0.1718 -0.0980 0.40
H -1.62760 -0.70864 -2.29701 0.1863 -0.9679 -2.3279 0.20
H -2.82009 -0.60905 -1.07897 -2.1858 0.1854 0.2401 0.21
H -0.21239 -1.93622 -0.74995 -1.5339 1.1203 -0.3482 0.21
H -1.97746 -2.44000 0.73472 -1.7548 -1.1227 1.0986 0.40
H -2.55917 -0.34229 1.54491 1.0382 1.1086 0.5859 0.33
H -0.64109 1.19539 1.70505 -1.3822 0.4301 0.9342 0.40
```
Positions in Å, forces in eV/Å.

---

(2)
The following is a DFT calculation (the ωB97M-V functional and the def2-TZVPD basis) of C36H44N5O3PPdTe as an isolated structure.

The value obtained for the highest occupied orbital energy (alpha / beta) is -9.415 / -9.341 eV. Its HOMO-LUMO gap (alpha / beta) is 6.246 / 6.147 eV. Its charge is +1. The multiplicity is 2.

Structure (XYZ):
```
91
Properties=species:S:1:pos:R:3:forces:R:3:mulliken_spin:R:1
Pd 1.49173 -0.27106 0.04845 0.2561 -0.0937 0.1475 1.12
O -1.40244 1.42075 2.67026 0.1988 -0.2908 0.5602 0.00
C -0.24721 1.09142 2.36275 -0.6774 0.7840 -0.8761 0.00
O 0.41339 1.54455 1.38832 0.4582 -0.0523 0.2710 0.00
C 0.32920 -0.10734 3.08615 0.1241 -0.4162 -0.4664 -0.02
C 0.08305 -0.40274 4.44161 0.0199 -0.2149 0.2797 0.01
C 0.51407 -1.59575 4.94900 0.0102 0.2021 0.0683 0.00
C 1.19813 -2.51732 4.12079 0.1217 0.0594 -0.5229 0.00
C 1.72188 -3.75727 4.54864 -0.0302 -0.1358 -0.0263 0.00
C 2.36475 -4.58419 3.66562 0.0027 -0.0344 0.2524 0.00
C 2.50495 -4.22733 2.31113 -0.0004 0.1769 -0.1979 0.00
C 2.02029 -3.02873 1.86130 0.0053 -0.0585 0.0700 -0.02
C 1.37771 -2.15091 2.76340 -0.0602 -0.0520 0.3034 -0.02
N 0.95535 -0.94984 2.29481 0.1802 0.1041 -0.1567 0.06
H -0.44372 0.31694 5.05023 -0.1005 0.0133 -0.0492 0.00
H 0.33583 -1.85189 5.98528 0.0129 0.0113 0.0608 0.00
H 1.59475 -4.05664 5.58073 0.0124 0.0109 0.0501 0.00
H 2.76713 -5.52795 4.00692 -0.0382 -0.0384 0.0197 0.00
H 2.98484 -4.91105 1.62439 0.0293 -0.0496 -0.0210 0.00
H 2.08259 -2.70041 0.82265 0.0204 -0.1787 0.1322 0.04
C -0.45794 -3.32467 -0.91096 -0.5036 0.1183 0.1969 0.01
C -1.04327 -1.94900 -0.64192 2.0616 -0.0096 -0.4729 0.03
O -2.31219 -1.81833 -0.48307 -1.4234 1.0787 0.3854 0.01
N -0.29310 -0.90856 -0.66121 -1.0332 -0.2402 0.2468 0.04
Te -2.03992 0.50666 -0.30101 1.2096 0.7998 -0.5716 -0.08
C -3.98602 1.52228 -0.18716 -0.6025 -1.7240 0.0198 0.02
C -4.21999 2.70541 -0.87912 0.2150 -0.0703 -0.1264 0.00
C -3.13789 3.43233 -1.63205 -0.0915 -0.1379 -0.1048 -0.01
C -5.50912 3.23064 -0.84221 0.0531 -0.0519 0.2138 0.00
C -6.52302 2.62545 -0.11415 0.0044 0.0365 -0.0725 0.00
C -7.90503 3.21101 -0.08458 0.0404 -0.0762 -0.0171 0.00
C -6.23444 1.47346 0.61070 0.0734 0.0209 0.1240 0.00
C -4.96764 0.90886 0.59471 -0.2695 0.2539 -0.1983 0.01
C -4.65356 -0.31626 1.40233 0.0539 0.0237 -0.2133 0.00
C -1.92808 0.66389 -2.41990 0.1055 0.1024 -0.2375 -0.02
C -2.95504 0.14517 -3.21762 -0.0558 -0.0539 0.3685 0.01
C -4.19753 -0.46153 -2.62684 -0.0805 0.0656 -0.0407 0.00
C -2.81321 0.18897 -4.60047 0.1220 0.0496 0.0188 0.00
C -1.68203 0.71619 -5.20270 -0.0487 -0.0033 -0.0749 0.00
C -1.54089 0.73381 -6.69788 0.0029 0.0506 0.0606 0.00
C -0.67677 1.23203 -4.39421 -0.1231 -0.0677 0.0991 0.00
C -0.78101 1.21777 -3.01071 -0.0562 0.0656 0.1803 0.02
C 0.32771 1.82409 -2.19624 0.1143 -0.2830 0.0946 -0.01
H -0.98307 -3.76971 -1.75423 -0.0285 -0.0973 0.0094 0.00
H -0.59808 -3.95961 -0.03698 -0.0202 -0.1025 -0.0189 0.00
H 0.59979 -3.23526 -1.14623 -0.0820 0.0285 0.0382 0.00
H -2.19636 3.37211 -1.08236 0.0776 0.1492 -0.1119 0.00
H -3.40244 4.47986 -1.76571 0.0328 0.0166 0.0816 0.00
H -2.99240 2.99277 -2.61934 0.0777 0.0723 -0.0191 0.00
H -5.71716 4.13908 -1.39493 0.0250 0.0753 0.0361 0.00
H -7.94848 4.13726 -0.65322 -0.0553 0.0284 0.0066 0.00
H -8.20656 3.41458 0.94268 -0.0592 0.0442 0.0008 0.00
H -8.62349 2.50894 -0.50868 -0.0626 0.0212 -0.0028 0.00
H -7.01725 1.00687 1.19711 -0.0240 -0.0072 0.0523 0.00
H -5.54043 -0.69816 1.90415 0.0440 -0.0452 0.0175 0.00
H -3.90523 -0.05990 2.15512 0.0538 -0.0525 0.1385 0.00
H -4.23777 -1.10588 0.76813 -0.1320 -0.0509 0.1150 0.00
H -3.95626 -1.01946 -1.72374 -0.2147 -0.0722 -0.1345 0.00
H -4.66979 -1.13709 -3.33745 0.0085 -0.0341 -0.0188 0.00
H -4.91852 0.31408 -2.36458 -0.0480 -0.0112 -0.0116 0.00
H -3.60985 -0.20241 -5.22153 -0.0202 -0.0533 0.0126 0.00
H -2.38691 0.24246 -7.17380 0.0285 -0.0202 -0.0570 0.00
H -0.62223 0.22808 -6.99660 -0.0194 -0.0187 -0.0723 0.00
H -1.48856 1.75849 -7.06809 0.0051 0.0070 -0.0281 0.00
H 0.20647 1.65878 -4.85657 0.0304 0.0337 0.0316 0.00
H 0.73308 2.70599 -2.69361 -0.0100 0.0010 0.0565 0.00
H 1.15350 1.09431 -2.07616 -0.2518 0.2619 -0.0119 0.01
H -0.02283 2.10951 -1.19895 0.2380 0.0507 -0.0186 -0.01
C 6.25896 1.06771 2.01747 0.2082 0.3532 0.0036 0.00
N 5.64968 -0.27632 2.41253 0.0880 0.0299 -0.0375 0.00
C 6.30310 -1.35938 1.55261 0.2705 -0.3032 -0.0312 0.00
N 6.19339 -1.06282 0.17493 0.0990 -0.0955 -0.1625 0.01
C 6.78003 0.23433 -0.13255 0.0532 -0.0262 0.0736 0.00
N 6.13371 1.29522 0.62696 0.0932 0.1599 -0.1157 0.00
C 4.75947 1.54239 0.19591 -0.4297 -0.0321 -0.1390 0.00
P 3.65261 0.05740 0.41636 0.9028 -0.1773 0.5449 -0.23
C 4.17651 -0.25649 2.20360 -0.8184 0.1080 -0.2938 -0.02
C 4.83063 -1.18119 -0.33510 -0.3511 0.0965 -0.0867 0.02
H 7.31464 1.04203 2.29528 -0.0663 -0.1111 0.0847 0.00
H 5.74382 1.84595 2.58249 0.0031 -0.1204 0.0628 0.00
H 5.85216 -0.46348 3.39672 -0.0022 0.0098 -0.0469 0.00
H 5.81681 -2.30700 1.78843 -0.0408 0.0794 0.0740 0.00
H 7.35512 -1.40350 1.84045 -0.0484 0.0707 0.1124 0.00
H 6.67257 0.43207 -1.19782 0.0192 0.0118 0.0282 0.00
H 7.84352 0.21361 0.11674 -0.0303 0.0083 -0.0008 0.00
H 4.75877 1.81784 -0.86072 0.0227 0.0601 0.0390 0.00
H 4.34313 2.38458 0.75433 -0.0107 -0.0160 -0.0535 0.00
H 3.75088 -1.20806 2.52925 0.1258 0.0306 0.0120 0.00
H 3.74049 0.53901 2.81305 0.0542 -0.0551 0.0499 0.00
H 4.84673 -1.02977 -1.41663 -0.0275 -0.0527 0.0141 0.00
H 4.45784 -2.19270 -0.15486 -0.0210 0.0528 0.0000 0.00
```
Positions in Å, forces in eV/Å.

---

(3)
The following is a DFT calculation (the ωB97M-V functional and the def2-TZVPD basis) of a 2-piece molecular cluster, C3H8O2 overall.

The value obtained for the highest occupied orbital energy is -9.699 eV. As for the SMILES: CC(C)=O.O. Its HOMO-LUMO gap is 10.415 eV. Its charge is 0.

Structure (XYZ):
```
13
Properties=species:S:1:pos:R:3:forces:R:3:nbo_charge:R:1
C 0.00000 0.00000 0.00000 -0.2319 -0.2238 0.6916 -0.73
C 0.62140 1.09126 0.86905 1.4467 0.0932 2.1007 0.59
C 1.16004 2.35546 0.20782 -0.9365 0.1016 -0.7571 -0.72
O 0.79147 0.97027 2.09159 -0.7715 -0.2117 -2.3681 -0.55
H 0.75653 -0.43713 -0.67319 -0.2065 0.3143 0.1975 0.24
H -0.84824 0.35649 -0.60829 0.4348 0.0537 0.2006 0.23
H -0.36229 -0.78828 0.68115 0.1525 0.2759 -0.3640 0.24
H 0.75655 2.37690 -0.81850 0.3312 0.3147 0.2491 0.21
H 2.25771 2.45077 0.15637 -0.4732 -0.3932 0.2500 0.24
H 0.75746 3.21985 0.76224 0.2564 -0.3158 -0.2077 0.24
O 3.35074 6.26615 -1.33797 0.7994 -0.3076 0.8903 -0.94
H 4.28400 5.97279 -1.44389 -1.0013 0.3240 0.1573 0.47
H 3.20670 6.28856 -0.36483 0.1998 -0.0253 -1.0403 0.47
```
Positions in Å, forces in eV/Å.

---

(4)
The following is a DFT calculation (the ωB97M-V functional and the def2-TZVPD basis) of a 2-piece molecular cluster, C2HF3S2 overall.

The value obtained for the highest occupied orbital energy (alpha / beta) is -9.524 / -9.097 eV. Its HOMO-LUMO gap (alpha / beta) is 7.664 / 7.761 eV. Its charge is 0.

Structure (XYZ):
```
8
Properties=species:S:1:pos:R:3:forces:R:3:nbo_charge:R:1
C -1.31219 0.97225 -0.60798 0.5445 -0.2887 -0.3440 0.53
C -0.67181 0.72127 0.53488 0.0166 0.4217 -3.0759 0.33
F -0.63657 0.99442 -1.77982 -0.6368 0.0586 1.0518 -0.31
F -2.63109 1.16181 -0.83695 1.2082 -0.1679 0.5520 -0.30
F -1.08748 0.63160 1.72370 -0.7695 -0.0936 1.8855 -0.27
S 2.34911 -1.70913 -0.25486 0.1138 -1.0760 -0.9566 0.04
S 2.34962 -0.11190 0.80276 -0.5555 0.7467 0.6740 -0.12
H 1.64040 -2.66033 0.41827 0.0788 0.3992 0.2132 0.11
```
Positions in Å, forces in eV/Å.

---

(5)
The following is a DFT calculation (the ωB97M-V functional and the def2-TZVPD basis) of C24H34B2F2IN3O7 as an isolated structure.

The value obtained for the highest occupied orbital energy is -9.284 eV. Its HOMO-LUMO gap is 7.666 eV. Its charge is 0.

Structure (XYZ):
```
73
Properties=species:S:1:pos:R:3:forces:R:3:mulliken_charge:R:1
C 0.97806 4.27056 0.07446 -0.5166 0.2452 0.5815 -0.09
C 1.75716 3.48369 -0.36911 -0.0296 -0.5757 -0.5884 -0.94
C 2.56358 2.44991 -1.00198 0.8812 0.2423 0.3663 0.15
C 3.34537 1.57786 0.01438 -0.5029 -0.2291 0.0563 -1.21
C 2.97556 0.10317 -0.14163 1.0115 0.0339 0.1789 -1.18
C 1.68564 -0.35921 0.50256 -0.3456 -0.0455 -0.3357 1.59
C 0.54457 -0.56760 -0.55696 -0.0731 0.1090 1.4700 -0.60
C -0.67759 0.23692 -0.08301 0.1494 0.3271 -0.9194 -1.65
C -1.75093 0.42652 -1.16048 0.4298 -0.6280 -0.0755 0.22
C -2.52243 -0.85372 -1.50518 -0.4003 0.4310 0.2088 -1.40
O -2.60007 1.52315 -0.87330 0.0896 -0.1979 0.1285 -0.42
C -3.32657 1.38676 0.32494 -0.7343 0.2601 0.3413 -0.10
C -4.43773 2.41693 0.32517 0.6202 -0.3515 -0.1548 0.30
C -4.71247 3.21417 1.42082 -0.0914 -0.0446 -0.2841 -0.50
C -5.72784 4.15352 1.32421 0.0942 0.1206 0.6527 -0.55
C -6.46525 4.28677 0.17216 -0.4858 0.1721 -0.6937 -0.44
C -6.19101 3.49128 -0.93276 0.4269 -0.3654 0.1721 -0.55
C -5.17522 2.55556 -0.84109 -0.2359 0.1231 -0.1162 -0.35
N 0.24407 -1.99895 -0.75460 -5.7001 1.0464 6.4464 -0.21
C -0.01896 -2.66050 0.40322 -0.1949 1.8022 -0.8493 0.68
N -0.79995 -3.71011 0.40846 -0.2262 -1.0542 0.2414 -0.62
C -1.44913 -4.22667 -0.80514 -0.1237 -0.1122 0.2301 -0.79
I -1.16085 -4.71735 2.15972 0.0444 0.0947 -0.2942 0.21
N 0.53833 -2.23014 1.61339 0.3617 -0.0860 -0.4476 -0.28
C 1.87052 -1.66138 1.26258 0.3501 0.8664 0.2907 -1.87
B 2.74622 -1.53968 2.59579 0.4353 -0.5980 -0.2560 0.45
O 2.93060 -2.70165 3.35031 -0.5451 0.7606 0.3957 -0.50
O 3.31510 -0.36633 2.97053 -0.8349 0.2998 0.0930 -0.29
C 3.25828 -0.06673 4.37720 0.7863 -0.0558 0.3940 -0.27
C 4.54564 -0.47578 5.05883 0.2270 -0.1693 -0.0354 -1.22
H 0.23043 4.85578 0.54799 0.0529 0.2616 -0.0539 0.47
H 1.94883 1.81188 -1.63180 -0.1326 0.1249 -0.0711 0.04
H 3.28940 2.92411 -1.65961 -0.0780 0.0555 -0.2426 0.48
H 4.42352 1.65386 -0.10300 0.0419 0.2405 -0.3149 0.36
H 3.14819 1.92729 1.02793 -0.0949 -0.0897 0.0991 0.58
H 2.93425 -0.12002 -1.20479 0.2468 -0.0921 0.1656 0.36
H 3.82815 -0.45113 0.26173 -0.0971 -0.2658 0.0853 0.56
H 1.34327 0.40365 1.20751 -0.0047 0.0217 0.1116 0.87
H 0.90037 -0.16176 -1.49787 -0.2192 -0.1169 -0.1980 1.16
H -0.28603 1.23770 0.10989 -0.0609 0.1109 0.1958 0.51
H -1.08180 -0.13947 0.86048 -0.0881 -0.1239 -0.0290 0.39
H -1.20461 0.70741 -2.06104 -0.1047 0.3438 -0.0763 0.24
H -3.53128 -0.57583 -1.81096 -0.0520 -0.0031 -0.1140 0.49
H -2.61722 -1.51393 -0.64383 0.0450 -0.1408 -0.0065 0.14
H -2.05844 -1.37223 -2.33789 0.1157 -0.1937 0.0801 0.39
H -3.81504 0.40640 0.41012 0.2244 -0.1707 -0.1679 0.26
H -2.70106 1.50882 1.21497 0.1264 0.0911 -0.0370 0.23
H -4.14791 3.10824 2.33654 0.1022 0.0359 0.0395 0.38
H -5.92177 4.79169 2.17508 -0.1295 0.0533 0.0227 0.38
H -7.26947 5.00493 0.09419 0.0261 0.1481 0.1738 0.37
H -6.71743 3.56804 -1.87235 -0.2530 0.2013 0.0748 0.39
H -4.94561 1.93012 -1.69051 0.0961 -0.0350 -0.0710 0.31
H 0.95264 -2.46051 -1.33859 -1.5137 -1.7154 0.1261 0.68
H -2.41818 -3.75293 -0.92697 -0.0308 0.1525 -0.1471 0.35
H -1.62157 -5.29119 -0.68588 0.1435 -0.0801 0.0411 0.25
H -0.81701 -4.06243 -1.66849 -0.0066 0.0942 -0.0813 0.29
H -0.02564 -1.49705 2.03653 -0.1286 -0.2205 0.1812 0.31
H 2.37496 -2.36158 0.59133 -0.0442 -0.2581 0.1415 0.08
H 2.10712 -2.89208 3.81665 0.1002 -0.5899 -0.1418 0.30
H 2.37974 -0.52476 4.83479 0.0204 -0.1976 -0.0184 0.34
H 3.14263 1.00676 4.51026 -0.1331 0.1288 -0.4201 0.37
H 4.52255 -0.27026 6.12813 -0.0673 0.1148 0.0323 0.40
H 4.77170 -1.53013 4.92387 -0.1976 -0.1287 -0.0230 0.28
H 5.37228 0.07504 4.61361 0.0464 0.1328 0.0451 0.30
B 1.58757 -2.11674 -5.52965 -0.1976 -0.0679 -1.7537 0.52
O 1.34789 -2.79671 -4.20175 0.2089 0.4098 1.2308 -0.52
C 1.78785 -2.03005 -3.25330 -0.3243 -0.8199 -1.6994 0.65
O 1.72568 -2.26488 -2.05832 7.2859 -0.1550 -5.5005 -0.41
C 2.37279 -0.75399 -3.87403 0.3077 0.8285 -0.1065 0.61
O 2.84186 0.14553 -3.22101 -0.0970 -0.1529 -0.2584 -0.54
O 2.24496 -0.81224 -5.16815 -0.0949 -0.4277 0.7124 -0.48
F 0.38215 -1.88672 -6.16066 0.1105 0.0129 0.3844 -0.32
F 2.42437 -2.87925 -6.31230 -0.0177 0.0612 0.3917 -0.32
```
Positions in Å, forces in eV/Å.

---

The largest force on an atom results, record by record, are as follows: 4.69, 2.12, 2.55, 3.10, 9.13 eV/Å.
The total energy results, record by record, are as follows: -12851.9944, -71693.1183, -7335.3596, -31908.4419, -59133.6509 eV.